1.
Below is an isolated molecule of C8H12OS, with properties calculated with wB97M-V/def2-TZVPD.

Last column: natural (NBO) charge in e.
Geometry (Å):
C1 1.97427 -0.88985 0.09304  -0.40
C2 2.06090 0.28888 -0.80327  -0.41
C3 -1.66769 -0.42007 1.17517  -0.47
C4 0.43630 -0.99320 -0.04529  -0.23
C5 0.51468 0.17009 -1.10871  -0.31
C6 -0.19370 -0.13842 1.01299  -0.24
C7 -2.27536 0.13336 -0.12042  0.23
C8 -0.30462 0.99767 -0.14076  -0.23
O1 -2.40260 -0.48159 -1.27699  -0.68
S1 -0.08269 2.70109 -0.05067  0.04
H1 2.47042 -1.84484 -0.36981  0.21
H2 2.30758 -0.72804 1.15952  0.21
H3 2.32567 1.26467 -0.37256  0.22
H4 2.59308 0.21285 -1.80116  0.21
H5 -2.00729 -1.50132 1.24747  0.20
H6 -2.01013 0.15825 1.98078  0.22
H7 -0.02568 -1.95961 -0.17426  0.21
H8 0.36827 0.15244 -2.19881  0.22
H9 0.40645 0.04374 2.00738  0.21
H10 -3.12701 0.78968 0.01590  0.17
H11 -1.45181 -0.66185 -1.49544  0.49
H12 0.09095 2.70606 1.26591  0.12

Summary:
Total energy, Ha: -785.27308
Energy above the lowest of the compared OMol25 structures with the same formula, charge and spin, kJ/mol: 422.6
Gap between HOMO and LUMO, eV: 8.05

***

2.
Below is the ion C8H13BF3N2O4 with charge +1, with properties calculated with wB97M-V/def2-TZVPD.

Last column: natural (NBO) charge in e.
Geometry (Å):
C1 2.44833 -0.68441 0.98869  -1.08
B1 1.66404 -0.18568 -0.24417  1.17
O1 1.95567 -0.35980 -1.53083  -0.86
N1 0.34015 0.69068 -0.11787  -0.16
O2 0.35472 1.43853 1.12932  -0.34
C2 1.37992 2.25072 1.15468  0.47
N2 2.30003 2.94217 1.15540  -0.26
C3 0.16391 1.62728 -1.30019  -0.27
C4 -1.09352 2.45250 -1.14392  -0.10
O3 -2.19973 1.57006 -1.17869  -0.49
C5 -2.15433 0.72189 -0.06363  -0.10
C6 -0.91577 -0.17596 -0.04050  -0.11
C7 -0.93032 -1.06733 1.20734  -0.09
O4 -1.60433 -2.28819 0.95396  -0.50
C8 -1.05325 -3.14433 0.05996  1.17
F1 -1.34023 -4.37925 0.39402  -0.27
F2 0.29485 -2.99096 0.00229  -0.34
F3 -1.50829 -2.90514 -1.18224  -0.32
H1 3.48659 -0.35435 0.89597  0.30
H2 2.07934 -0.35760 1.95788  0.26
H3 2.46889 -1.77892 0.98160  0.29
H4 2.57536 -1.08094 -1.70532  0.54
H5 1.08309 2.18305 -1.47126  0.26
H6 0.01133 0.95014 -2.13824  0.26
H7 -1.10714 3.02908 -0.21385  0.19
H8 -1.16994 3.13285 -1.98875  0.24
H9 -3.02641 0.06821 -0.07430  0.25
H10 -2.18843 1.30325 0.86684  0.19
H11 -0.87027 -0.76736 -0.95463  0.27
H12 -1.50985 -0.58982 1.99504  0.23
H13 0.06559 -1.25034 1.60542  0.21

Summary:
Total energy, Ha: -1047.29166
SMILES: CB(O)[N@@+]1(OC#N)CCOC[C@@H]1COC(F)(F)F
Energy above the lowest of the compared OMol25 structures with the same formula, charge and spin, kJ/mol: 0.0
Gap between HOMO and LUMO, eV: 10.73
Charge: +1

***

3.
Below is a structure of composition C8H13Br2N3, with properties calculated with wB97M-V/def2-TZVPD.

Last column: natural (NBO) charge in e.
Geometry (Å):
C1 -1.99950 1.27456 -2.96467  -0.06
C2 -0.96071 0.73397 -2.90596  0.01
C3 1.20014 -1.06589 2.31445  -0.40
C4 0.72681 0.16836 2.95735  -0.43
C5 0.04231 -1.55678 1.41794  -0.43
C6 0.04092 0.94175 1.83899  -0.42
C7 -0.64982 -0.17935 0.99574  -0.05
C8 0.91236 -0.57206 -3.54278  -0.43
N1 0.21064 -0.38308 -1.23118  0.13
N2 -0.69668 0.09003 -0.43191  -0.36
N3 0.00321 -0.12097 -2.47692  -0.17
Br1 -3.49458 2.17569 -3.37813  0.25
Br2 -1.31569 3.10145 -0.09376  -0.76
H1 2.08324 -0.96728 1.55542  0.19
H2 1.61289 -1.76373 2.99972  0.21
H3 0.05650 0.06994 3.82179  0.21
H4 1.60764 0.77733 3.32197  0.22
H5 0.45369 -2.26234 0.65487  0.22
H6 -0.49953 -2.17575 2.15872  0.21
H7 -0.81760 1.53996 2.16980  0.25
H8 0.61415 1.53353 1.22295  0.23
H9 -1.76230 -0.31658 1.17301  0.23
H10 1.07736 0.33543 -4.18087  0.25
H11 1.89550 -0.93800 -3.09171  0.23
H12 0.67649 -1.55802 -3.85734  0.23
H13 -1.01746 1.11783 -0.44753  0.42

Summary:
Total energy, Ha: -5624.71882
Energy above the lowest of the compared OMol25 structures with the same formula, charge and spin, kJ/mol: 26.4
Gap between HOMO and LUMO, eV: 7.01

***

4.
Below is a structure of composition C8H13BrIN3S, with properties calculated with wB97M-V/def2-TZVPD.

Last column: natural (NBO) charge in e.
Geometry (Å):
C1 -0.68102 2.19612 -0.73320  0.42
C2 1.02305 -3.42508 -0.26250  -0.12
C3 1.69236 -0.78384 0.32786  0.17
C4 -0.00798 0.75893 1.17372  0.50
C5 0.61588 -4.14604 0.93406  -0.69
C6 -0.59235 0.32704 2.54091  -0.64
C7 -1.03481 3.50998 -2.58893  -0.46
C8 0.45278 -2.15587 -0.73175  -0.31
N1 0.98760 0.15942 0.61697  -0.45
N2 -1.13725 3.32077 -1.16719  -0.44
N3 -0.69606 1.72113 0.49074  -0.55
S1 2.49415 -3.71861 -1.04506  0.15
Br1 -1.29007 -1.73944 -0.36653  0.19
I1 3.69950 -1.05788 0.23571  0.54
H1 -0.19593 1.43841 -1.37532  0.24
H2 1.22441 -4.95338 1.00081  0.27
H3 0.54110 -3.44206 1.74036  0.23
H4 -0.29138 -4.59495 0.79485  0.26
H5 -0.80405 1.26345 3.03640  0.24
H6 -1.51766 -0.25130 2.41270  0.28
H7 0.27618 -0.10083 3.03598  0.26
H8 -0.27101 3.01333 -3.10462  0.25
H9 -0.77191 4.66605 -2.72656  0.26
H10 -1.95264 3.52755 -3.18016  0.26
H11 0.91299 -1.89301 -1.70563  0.28
H12 -1.52147 4.02998 -0.57149  0.45
H13 -1.15443 2.33013 1.21785  0.43

Summary:
Total energy, Ha: -3746.03351
Gap between HOMO and LUMO, eV: 6.23
Charge: +2

***

5.
Below is a structure of composition C8H13Cl2IrN3O3Tm, with properties calculated with wB97M-V/def2-TZVPD.

Last column: Mulliken spin population.
Geometry (Å):
Tm1 -0.92189 -0.56027 -2.39537  1.94
Ir1 0.77231 1.49734 -1.73557  1.74
Cl1 -1.46358 -2.92951 -1.83023  0.15
Cl2 -2.78480 0.98839 -3.17606  0.87
C1 1.84189 2.79177 -2.54744  0.06
C2 0.82545 -1.46512 -4.11920  0.01
C3 0.58649 1.00441 -3.77305  0.10
O1 2.43705 3.62778 -3.14565  0.01
O2 1.41477 -2.00274 -4.96681  0.00
O3 0.91009 1.50336 -4.76960  0.09
C4 -2.59522 0.32982 1.21489  -0.02
N1 -1.27735 -0.08147 1.73317  0.47
C5 -1.29637 -0.93603 2.90879  0.02
C6 -0.22284 0.07110 0.90925  -0.15
N2 -0.53101 0.61999 -0.31067  -0.02
N3 1.02081 -0.36761 1.24594  0.46
C7 1.46286 -0.37625 2.64369  0.01
C8 2.10432 -0.39154 0.26335  0.00
H1 -3.34556 0.05558 1.95792  0.00
H2 -2.84395 -0.18575 0.25863  0.03
H3 -2.63595 1.42382 1.07750  0.02
H4 -0.72690 -1.83033 2.74677  0.02
H5 -0.94021 -0.41560 3.78588  0.04
H6 -2.32819 -1.21967 3.07427  0.01
H7 -1.45070 1.10221 -0.19676  0.00
H8 1.32087 -1.37424 3.11408  0.04
H9 2.54221 -0.11111 2.64155  0.01
H10 0.96130 0.40569 3.24444  0.02
H11 2.08607 0.52282 -0.36043  0.03
H12 3.02407 -0.38991 0.85931  0.01
H13 2.05393 -1.30694 -0.35259  0.02

Summary:
Multiplicity: 7
<S²>: 12.0607
Total energy, Ha: -2810.64035
Energy above the lowest of the compared OMol25 structures with the same formula, charge and spin, kJ/mol: 68.4
Gap between HOMO and LUMO (alpha / beta), eV: 7.98 / 4.05
Charge: +4

***

6.
Below is a cluster of 2 separate species, C8H13Cl2N2P in total, with properties calculated with wB97M-V/def2-TZVPD.

Last column: natural (NBO) charge in e.
Geometry (Å):
N1 1.52337 0.61654 3.33259  -0.67
C1 1.19108 0.42413 2.16023  0.46
C2 0.98249 0.47161 0.81485  -0.24
C3 0.30855 -0.82342 0.23968  -0.40
C4 -1.25066 -0.68761 0.08836  -0.39
C5 -1.39279 0.60828 -0.73558  -0.40
C6 -0.86242 1.86606 -0.03380  -0.40
C7 0.64167 1.80213 0.12184  -0.41
H1 2.46019 0.83101 3.76244  0.40
H2 0.48102 -1.63960 0.84784  0.21
H3 0.70406 -0.87643 -0.71036  0.20
H4 -1.63562 -0.46787 1.09904  0.20
H5 -1.65791 -1.61463 -0.44519  0.21
H6 -0.86300 0.44560 -1.67009  0.19
H7 -2.45126 0.80654 -0.92165  0.21
H8 -1.16958 2.82737 -0.42208  0.21
H9 -1.29911 1.86670 0.99488  0.19
H10 1.10356 1.85191 -0.92585  0.22
H11 1.13399 2.65803 0.66813  0.22
C8 3.92214 -2.48855 -0.93418  0.04
N2 3.51177 -1.29172 -0.79327  -0.81
P1 3.93712 0.00989 0.09627  1.06
Cl1 5.95036 -0.05534 0.32024  -0.32
Cl2 3.87454 1.39278 -1.47655  -0.31
H12 4.96261 -2.77497 -0.45412  0.15
H13 3.49638 -3.18564 -1.60309  0.18

Summary:
Total energy, Ha: -1683.82611
SMILES: N=C=C1CCCCC1.C=NP(Cl)Cl
Energy above the lowest of the compared OMol25 structures with the same formula, charge and spin, kJ/mol: 135.6
Gap between HOMO and LUMO, eV: 7.65